ORCA calculation (the ωB97M-V functional and the def2-TZVPD basis) on a structure of composition C11H12O.

```
24
Properties=species:S:1:pos:R:3:forces:R:3
O -0.593 2.582 1.590 0.89 2.49 0.23
C 2.037 -2.625 -1.059 4.65 0.59 -0.21
C 1.549 0.930 0.120 8.05 0.49 -1.72
C 2.681 -1.409 -0.711 -2.02 -2.45 -1.35
C -0.234 -1.850 -0.723 2.70 -2.01 -0.43
C 0.274 0.754 0.247 -9.54 -2.47 -0.15
C -1.754 0.578 1.586 3.48 -0.91 0.94
C 0.705 -2.912 -1.062 -3.21 5.68 1.66
C -1.803 2.022 -0.451 0.17 -1.41 0.80
C -1.031 1.596 0.760 3.07 -3.20 -1.21
C 1.762 -0.445 -0.452 1.29 4.16 1.96
C 0.331 -0.618 -0.340 -1.16 0.94 0.42
H -2.548 1.004 2.068 -2.33 0.89 1.26
H 3.729 -1.382 -0.846 0.87 0.56 0.24
H -2.024 1.113 -0.982 0.48 -0.23 -0.96
H -1.241 -2.117 -0.703 -1.63 -0.07 0.19
H -2.762 2.271 -0.136 -1.77 1.37 0.58
H -1.008 0.137 2.353 -1.30 0.81 -1.03
H 2.146 1.863 0.210 -0.18 -1.02 0.08
H -0.062 3.202 1.042 -0.50 -0.37 0.75
H 2.732 -3.391 -1.397 -0.21 -0.20 0.16
H 0.407 -3.872 -1.062 -1.29 -3.15 -0.62
H -1.301 2.778 -0.990 0.34 0.72 -0.92
H -1.991 -0.211 0.938 -0.86 -1.23 -0.68
```
Forces are in eV/Å.

Results
Multiplicity ... 3
Max |F| ... 9.9 eV/A
Kohn-Sham gap (alpha / beta) ... 6.1 / 7.6 eV
E_LUMO (alpha / beta) ... 0.8 / -1.7 eV
E_HOMO (alpha / beta) ... -5.28 / -9.35 eV
E_tot ... -13642.8383 eV